A structure of composition C16H14N5O7S2Zr, computed with ωB97M-V/def2-TZVPD.

Structure (ORCA input):
```
! RIJCOSX wB97M-V def2-TZVPD def2/J DEFGRID3
* xyz 1 1
Zr -0.46004 0.76141 -0.36549
O -1.44165 4.42424 1.71965
C -1.26507 3.17905 1.38481
O -0.39515 2.79519 0.61309
C -2.23590 2.23101 2.02883
O -2.02247 0.93136 1.50740
C -3.22698 0.29676 0.99947
C -3.34244 0.55347 -0.50976
O -4.24371 0.09648 -1.13914
O -2.32153 1.29086 -0.97290
H -0.78847 4.99571 1.27981
H -3.24592 2.59370 1.82815
H -2.07731 2.24128 3.11024
H -4.11148 0.66964 1.51155
H -3.13370 -0.76989 1.18980
O -0.69080 -0.68345 -2.33178
C 0.01963 -1.87503 -2.49831
C 0.01640 -2.56605 -3.69058
C 0.78680 -3.72006 -3.77900
C 1.54815 -4.16019 -2.70572
C 1.54531 -3.45021 -1.51424
C 0.76705 -2.31116 -1.40578
C 0.62970 -1.44206 -0.22361
O -0.60935 -1.20008 0.19586
N 1.63053 -0.72087 0.20998
N 1.15748 0.27456 1.10588
C 1.70955 0.32263 2.26414
S 3.01038 -0.72584 2.72615
C 3.00090 -0.21183 4.46861
C 2.59803 1.24744 4.53570
S 1.15355 1.45854 3.45659
H -1.12160 -0.43289 -3.17264
H -0.55382 -2.20399 -4.53664
H 0.79552 -4.27402 -4.70769
H 2.14595 -5.05585 -2.79747
H 2.13293 -3.77751 -0.66696
H 4.00770 -0.35923 4.85627
H 2.30826 -0.84825 5.01669
H 3.39319 1.90347 4.18662
H 2.30044 1.53922 5.54139
N 0.85670 1.65582 -1.75285
C 0.67778 1.82494 -2.91309
N 0.47112 2.01067 -4.13142
C -0.33152 1.13852 -4.73144
N -1.04413 0.35249 -5.19021
*
```

Calculated values
Strongest force on any atom, eV Å⁻¹: 0.465
ΔE to the lowest compared entry with this formula, charge and spin, kcal per mole: 0.0
LUMO, Ha: -0.1307
HOMO-LUMO gap, Ha: 0.3057
HOMO level, eV: -11.88